No. 1
Density functional theory data (wB97M-V/def2-TZVPD) for an isolated ion of composition C6H7O2 and charge -1 in a non-equilibrium geometry.

CARTESIAN COORDINATES (ANGSTROEM)
1 C -0.94892 -0.34515 1.20519
2 C -0.14385 0.01584 -0.09118
3 C -1.07149 0.15119 -1.25513
4 C 0.98392 1.19271 0.12747
5 O 0.91527 2.40526 0.27812
6 C 2.01060 0.22940 0.09802
7 C 1.14691 -0.90008 -0.11728
8 O 1.18074 -2.09205 -0.38467
9 H -0.29546 -0.16624 2.22921
10 H -1.06269 -1.43131 1.13591
11 H -1.94154 0.01743 1.22663
12 H -1.55570 -0.79543 -1.47945
13 H -0.49300 0.29088 -2.11680
14 H -1.78953 1.02884 -1.20633
15 H 3.06475 0.39871 0.35029

Computed properties:
SMILES string = CC1(C)C(=O)C=C1[O-]
Energy = -383.31524 Ha
LUMO energy = 3.9 eV
HOMO level = -3.63 eV
Total charge = -1
Orbital gap = 0.278 Ha

=====

No. 2
Density functional theory data (wB97M-V/def2-TZVPD) for C6H7O3 as an isolated structure in a non-equilibrium geometry.

CARTESIAN COORDINATES (ANGSTROEM)
1 C -2.06850 -1.11280 -0.18418
2 C -0.76002 -0.92694 0.00888
3 C -2.94328 0.14874 -0.03348
4 C -0.50359 0.45488 0.22066
5 C 0.32164 -1.94010 -0.13189
6 C 0.81836 2.57618 0.01747
7 O -4.09048 0.20848 -0.36814
8 O -2.19210 1.20526 0.29720
9 O 0.49832 1.18020 0.10587
10 H -2.61384 -2.09960 -0.25640
11 H 0.92543 -1.94449 0.77218
12 H 0.82977 -1.67602 -0.97192
13 H -0.17347 -2.87353 -0.17322
14 H 1.35097 2.94216 0.91210
15 H 1.55594 2.87928 -0.80702
16 H -0.17089 3.00079 -0.14344

Computed properties:
Energy = -458.14107 Ha
LUMO energy = -6.8 eV
HOMO level = -15.09 eV
Total charge = +1
Orbital gap = 0.304 Ha

=====

No. 3
Density functional theory data (wB97M-V/def2-TZVPD) for the molecule C6H7OP in a non-equilibrium geometry.

CARTESIAN COORDINATES (ANGSTROEM)
1 C 2.19359 -1.79256 2.82907
2 C 1.21131 -1.47772 2.16159
3 C -0.75142 -0.24865 0.99397
4 C 0.23109 -0.98225 1.39077
5 C -1.62177 -0.37746 -0.23056
6 C 0.52797 0.78907 -1.66637
7 O 0.32850 -1.82215 -1.22004
8 P -0.53409 -0.72080 -1.60116
9 H 2.98564 -2.33027 3.37382
10 H -0.90605 0.66647 1.55031
11 H -2.22762 -1.12708 0.07474
12 H -1.97787 0.67679 -0.34318
13 H 0.89848 1.24808 -0.85990
14 H -0.19228 1.53210 -2.02172
15 H 1.31120 0.71407 -2.43909

Computed properties:
Energy = -649.20808 Ha
LUMO energy (alpha / beta) = -1.4 / -0.4 eV
HOMO level (alpha / beta) = -7.82 / -8.48 eV
Total charge = 0
Orbital gap (alpha / beta) = 0.237 / 0.295 Ha

=====

No. 4
Density functional theory data (wB97M-V/def2-TZVPD) for the molecule C6H7P in a non-equilibrium geometry.

CARTESIAN COORDINATES (ANGSTROEM)
1 C 1.91380 -1.23893 -0.03883
2 C 0.62676 -0.86308 -0.05820
3 C -0.37307 -1.87898 -0.04557
4 P -2.00334 -1.39735 0.17133
5 C -1.58338 0.33615 0.05610
6 C -2.35765 1.39211 -0.13696
7 C 0.12350 0.54911 -0.02217
8 H 2.58751 -0.47297 -0.00253
9 H 2.09756 -2.38756 0.02879
10 H -0.05311 -2.81788 -0.26651
11 H -3.52454 1.35922 -0.30629
12 H -2.09515 2.41586 0.00736
13 H 0.28808 0.91412 0.87624
14 H 0.40737 1.11170 -0.88703

Computed properties:
SMILES string = C=C1C=PC(=C)C1
Energy = -574.05574 Ha
LUMO energy = -0.3 eV
HOMO level = -8.00 eV
Total charge = 0
Orbital gap = 0.281 Ha

=====

No. 5
Density functional theory data (wB97M-V/def2-TZVPD) for a 2-piece molecular cluster, C6H7P overall in a non-equilibrium geometry.

CARTESIAN COORDINATES (ANGSTROEM)
1 C 2.70197 -0.95806 0.38264
2 C 1.77453 -0.19814 -0.14212
3 C -1.79327 1.83822 0.06363
4 C -0.54050 1.31440 -0.08567
5 C -0.31653 -0.04804 -0.21891
6 C -0.92336 -1.33892 -0.05438
7 P 3.35555 0.55688 -0.32537
8 H 2.98020 -1.92595 0.76832
9 H -1.98611 2.89393 -0.11200
10 H -2.59217 1.07937 0.36479
11 H 0.23105 1.88086 -0.36615
12 H -1.88841 -1.39196 -0.64758
13 H -0.77946 -1.61547 1.01155
14 H -0.22349 -2.08713 -0.63876

Computed properties:
Energy = -573.89789 Ha
LUMO energy (alpha / beta) = 0.5 / -0.5 eV
HOMO level (alpha / beta) = -7.90 / -6.48 eV
Total charge = 0
Orbital gap (alpha / beta) = 0.308 / 0.221 Ha

=====

No. 6
Density functional theory data (wB97M-V/def2-TZVPD) for the molecule C6H7P in a non-equilibrium geometry.

CARTESIAN COORDINATES (ANGSTROEM)
1 C -2.14856 -0.65595 -0.06019
2 C -1.70717 0.55478 -0.23017
3 C 0.44766 -0.86918 0.24615
4 C -0.75721 -0.54573 -0.61478
5 C 1.53156 1.45986 0.53922
6 C 1.60959 0.08789 0.01019
7 P 1.38015 1.59386 -1.10265
8 H -2.90934 -1.32849 0.25265
9 H 0.15213 -0.81561 1.29894
10 H 0.77511 -1.89111 0.03914
11 H -0.59744 -0.75386 -1.67323
12 H 1.48570 1.94968 1.48440
13 H 2.58546 -0.39278 -0.01584
14 H -1.84765 1.60665 -0.17384

Computed properties:
Multiplicity = 3
Energy = -573.90413 Ha
LUMO energy (alpha / beta) = 1.2 / -2.0 eV
HOMO level (alpha / beta) = -6.25 / -9.24 eV
Total charge = 0
Orbital gap (alpha / beta) = 0.275 / 0.265 Ha

=====

No. 7
Density functional theory data (wB97M-V/def2-TZVPD) for the molecule C6H8.

CARTESIAN COORDINATES (ANGSTROEM)
1 C -0.07497 -1.24456 0.68567
2 C -0.98634 -0.64079 -0.08029
3 C -1.76333 0.58674 0.07117
4 C -0.45907 0.55571 -0.76478
5 C 0.98456 0.69925 -0.26140
6 C 1.28690 -0.75038 0.23770
7 H -0.24490 -1.92061 1.51683
8 H -1.74716 0.97739 1.08492
9 H -2.67520 0.77441 -0.48925
10 H -0.63235 0.73040 -1.82719
11 H 1.09254 1.47322 0.51456
12 H 1.66263 0.98657 -1.07348
13 H 2.10476 -0.83216 0.96208
14 H 1.50169 -1.41008 -0.60544

Computed properties:
SMILES string = C1=C2C[C@H]2CC1
Energy = -233.30270 Ha
LUMO energy = 1.0 eV
HOMO level = -8.28 eV
Total charge = 0
Orbital gap = 0.341 Ha

=====

No. 8
Density functional theory data (wB97M-V/def2-TZVPD) for the molecule C6H8 in a non-equilibrium geometry.

CARTESIAN COORDINATES (ANGSTROEM)
1 C -3.11639 -1.22666 -0.02456
2 C -2.25506 -0.39010 0.11637
3 C -1.12892 0.50542 0.28375
4 C 0.47797 -0.21751 -0.04957
5 C 1.66337 0.37811 0.63406
6 C 1.67650 0.36518 -0.86411
7 H -3.84202 -1.99705 -0.18654
8 H -0.59983 0.87338 -0.56939
9 H -1.07303 0.94027 1.27842
10 H 0.36270 -1.28181 -0.15318
11 H 2.31133 -0.28304 1.19450
12 H 1.52260 1.35777 1.09007
13 H 1.64134 1.31669 -1.39512
14 H 2.35944 -0.34066 -1.35469

Computed properties:
SMILES string = C#CCC1CC1
Energy = -233.23462 Ha
LUMO energy = 1.2 eV
HOMO level = -8.75 eV
Total charge = 0
Orbital gap = 0.365 Ha

=====

No. 9
Density functional theory data (wB97M-V/def2-TZVPD) for the molecule C6H8 in a non-equilibrium geometry.

CARTESIAN COORDINATES (ANGSTROEM)
1 C -1.40905 0.37015 0.09501
2 C -0.88399 -0.40728 1.06455
3 C 0.59656 -0.82098 1.14000
4 C 1.30637 -0.48271 -0.25755
5 C 0.83528 0.39216 -1.11439
6 C -0.52752 0.99501 -0.99169
7 H -2.43009 0.59083 0.20116
8 H -1.55030 -0.77664 1.84408
9 H 1.18211 -0.30433 1.93476
10 H 0.70763 -1.96022 1.33110
11 H 2.26653 -1.00478 -0.41755
12 H 1.36594 0.61829 -2.05279
13 H -0.93205 0.70976 -1.95037
14 H -0.52743 2.08074 -0.82633

Computed properties:
SMILES string = C1=CCC=CC1
Energy = -233.36863 Ha
LUMO energy = 1.2 eV
HOMO level = -9.04 eV
Total charge = 0
Orbital gap = 0.375 Ha

=====

No. 10
Density functional theory data (wB97M-V/def2-TZVPD) for the molecule C6H8 in a non-equilibrium geometry.

CARTESIAN COORDINATES (ANGSTROEM)
1 C 0.07520 2.19354 1.55450
2 C 0.06554 1.34272 0.69093
3 C -0.02864 0.27090 -0.32320
4 C -1.49083 0.15283 -0.78100
5 C 0.47771 -1.03725 0.23316
6 C 1.62141 -1.59515 -0.18580
7 H 0.13212 2.91563 2.35233
8 H 0.59977 0.50686 -1.21254
9 H -1.90671 1.07230 -1.22256
10 H -2.09727 -0.02068 0.08717
11 H -1.61359 -0.66160 -1.49587
12 H -0.13592 -1.50115 1.00793
13 H 1.98910 -2.49894 0.22865
14 H 2.31211 -1.14000 -0.93370

Computed properties:
SMILES string = C#C[C@H](C)C=C
Energy = -233.32333 Ha
LUMO energy = 1.2 eV
HOMO level = -9.80 eV
Total charge = 0
Orbital gap = 0.403 Ha